[1]
The following is a DFT calculation (ωB97M-V with the def2-TZVPD basis set) of a molecular structure, C22H37ClP2Zr.

Geometry as XYZ:
```
63
Properties=species:S:1:pos:R:3
P -0.1254 -2.5999 0.4818
P -1.0054 2.6591 0.3847
C -1.4324 -0.3973 -0.3107
C -1.1257 1.0537 -0.7445
H -2.1404 -0.4570 0.5370
H -1.8944 -0.9215 -1.1580
H -0.1204 1.2817 -1.3135
H -1.7981 1.2667 -1.5857
C -2.5720 3.2424 -0.3097
H -3.0351 3.8778 0.4511
H -3.2123 2.3658 -0.4662
H -2.3925 3.7846 -1.2425
C 0.3842 3.5850 -0.4847
H 0.2027 3.8066 -1.5372
H 1.3447 3.0569 -0.3970
H 0.5015 4.5207 0.0679
C -1.5896 -3.6297 0.6075
H -1.6288 -4.3079 1.4648
H -1.5993 -4.2698 -0.2804
H -2.5121 -3.0474 0.5617
C 0.9984 -3.7851 -0.2983
H 2.0362 -3.4322 -0.3103
H 0.6335 -3.9748 -1.3125
H 0.9219 -4.7018 0.2937
Zr 0.8183 -0.3169 -0.6543
C 1.2096 1.5832 -2.9955
C -0.1229 1.7375 -3.2089
C -0.9516 0.6995 -3.9098
C -0.4316 -0.7552 -3.7507
C 0.2836 -1.1776 -2.5040
C 1.7351 -1.0975 -2.3623
C 2.5885 -0.5399 -3.4617
C 2.0546 0.8395 -3.9983
C 0.9321 -2.1705 1.9376
H 1.7688 2.1800 -2.2521
H -0.6747 2.6248 -2.9134
H -0.9702 0.8982 -5.0058
H -1.9974 0.7668 -3.5543
H -1.2975 -1.4221 -3.8406
H 0.2668 -0.9868 -4.5565
H -0.1126 -2.1201 -2.1266
H 2.3070 -1.7768 -1.6743
H 2.5807 -1.2811 -4.2900
H 3.6259 -0.3906 -3.0865
H 2.9345 1.4434 -4.2909
H 1.5030 0.6297 -4.9340
H 1.2028 -1.0810 1.7519
H 1.8495 -2.7928 1.9197
H 0.3618 -2.3122 2.8728
Cl -2.1999 -1.1645 4.1688
C -0.9283 -0.2527 4.8209
C -0.7867 -0.1324 6.1897
C 0.3322 0.5594 6.7156
C 1.2143 1.2714 5.8636
C 1.0593 1.1898 4.4866
C -0.1103 0.5248 3.9401
C -0.4633 0.6911 2.6294
H -1.4910 -0.6211 6.8630
H 0.4579 0.6558 7.8018
H 2.0904 1.8143 6.2789
H 1.7314 1.7204 3.7941
H -0.0908 1.5896 2.1159
H -1.1183 -0.0044 2.1208
```

total charge	+2
Kohn-Sham gap	3.70	eV

Löwdin atomic charge list, values in e, 5 entries: 0.7827, 0.9439, -0.3517, -0.5058, 0.0486

---

[2]
The following is a DFT calculation (ωB97M-V with the def2-TZVPD basis set) of 2 unconnected molecules or ions with the total composition CH3IO3P.

Geometry as XYZ:
```
9
Properties=species:S:1:pos:R:3
C 1.0547 0.6902 0.2308
O -1.2893 -2.2465 0.7614
O -0.3830 -1.3545 -1.5358
O 0.4651 -0.4846 0.7020
P -0.7028 -1.2146 -0.1041
I -2.9209 1.4277 -0.0267
H 0.9441 0.8413 -0.9189
H 2.1308 0.6517 0.1476
H 0.7012 1.6893 0.7437
```

total charge	-1
Kohn-Sham gap (spin up / spin down)	7.54 / 7.54	eV

Löwdin atomic charge list, values in e, 5 entries: -0.2098, -0.3163, -0.3227, -0.2872, 0.3444

---

[3]
The following is a DFT calculation (ωB97M-V with the def2-TZVPD basis set) of a molecular structure, F2NO4RbS2.

Geometry as XYZ:
```
10
Properties=species:S:1:pos:R:3
Rb -14.1936 21.5676 1.0334
N -9.4087 21.2146 2.1888
S -10.1639 22.4700 1.6077
O -11.5719 22.5730 1.9699
O -9.6840 22.9378 0.3211
F -9.5707 23.4513 2.7400
S -9.9483 20.1980 0.9598
O -9.0639 20.0398 -0.1569
O -11.3667 20.1727 0.6840
F -9.7065 18.8790 1.8298
```

total charge	0
Kohn-Sham gap	8.25	eV

Löwdin atomic charge list, values in e, 5 entries: 0.9995, -0.2458, 0.4684, -0.4397, -0.2730

---

[4]
The following is a DFT calculation (ωB97M-V with the def2-TZVPD basis set) of 8 unconnected molecules or ions with the total composition C4H26N2O8.

Geometry as XYZ:
```
40
Properties=species:S:1:pos:R:3
N -1.3226 0.7054 1.9055
C -1.4380 1.2358 0.5021
C -2.6353 0.6345 -0.3418
O -2.1292 -0.4039 -1.1691
C -0.0660 1.0151 -0.1249
N 1.0967 1.6926 0.5349
C 2.3068 0.9895 0.0608
H -1.1967 -0.2649 2.1157
H -1.9630 1.2123 2.5426
H -1.5151 2.3898 0.6306
H -3.2268 0.1400 0.3666
H -3.2556 1.3968 -0.8264
H -1.9365 -0.0943 -2.1073
H -0.0431 1.2966 -1.1922
H 0.1002 -0.0908 -0.0839
H 0.9858 1.4465 1.5445
H 2.1751 0.5830 -0.9601
H 2.5851 0.1891 0.7230
H 3.0220 1.7912 -0.1358
H -1.7775 -0.8333 -3.8861
H -1.0506 0.6038 -3.7173
O -1.9356 0.1432 -3.7808
H 1.6128 -2.5121 0.4883
H 1.5616 -1.0903 0.1009
O 1.3885 -1.9762 -0.2211
H 0.9945 -1.5090 -4.0421
H 1.4231 -1.5371 -2.5496
O 0.6922 -1.4903 -3.1703
H 1.0978 -1.6748 2.1821
H 0.5025 -3.1814 2.4961
O 1.2617 -2.5914 2.3870
H -1.6395 -3.0661 1.1516
H -0.3661 -3.4429 0.5769
O -1.0010 -3.7834 1.3346
H 2.1093 -0.6823 3.2263
H 1.9340 0.9272 3.5409
O 2.0981 0.2398 2.8740
H -0.1502 3.6835 -0.1984
H -0.2483 3.5824 -1.7659
O -0.0511 4.3266 -1.0123
```

total charge	0
Kohn-Sham gap	9.14	eV

Löwdin atomic charge list, values in e, 5 entries: 0.0321, -0.3193, -0.1948, -0.1128, -0.2491

---

[5]
The following is a DFT calculation (ωB97M-V with the def2-TZVPD basis set) of a single C4H6O2 molecule.

Geometry as XYZ:
```
12
Properties=species:S:1:pos:R:3
O 0.3009 1.3274 -1.2267
C 0.3090 -0.0802 -1.0455
C 1.3334 -0.2599 0.0748
C 0.4895 0.1418 1.2411
O -0.9041 0.1806 0.8783
C -0.8760 -0.6392 -0.2835
H -0.3027 1.6790 -0.5519
H 0.5405 -0.5550 -2.0006
H -0.5241 -1.6483 -0.0002
H 0.6441 -0.5647 2.0689
H 0.8436 1.1205 1.6021
H -1.8543 -0.7020 -0.7567
```

total charge	0
Kohn-Sham gap	8.75	eV

Löwdin atomic charge list, values in e, 5 entries: -0.0027, -0.4115, 0.1929, -0.2470, -0.1421

---

[6]
The following is a DFT calculation (ωB97M-V with the def2-TZVPD basis set) of 4 unconnected molecules or ions with the total composition H8O4.

Geometry as XYZ:
```
12
Properties=species:S:1:pos:R:3
O -0.1731 -1.6648 2.3189
H 0.6293 -1.2390 2.1869
H -0.5262 -2.0895 1.6256
H 0.3811 0.2107 -2.6904
O 0.1707 0.0244 -3.6485
H 0.7009 -0.7154 -3.8462
O 0.3040 0.5084 -0.8002
H -0.0151 1.3355 -1.2486
H 0.1342 0.6260 0.1557
O -0.5204 1.2593 1.7196
H -1.1771 0.5697 1.7454
H 0.0915 1.1749 2.4820
```

total charge	0
Kohn-Sham gap	11.34	eV

Löwdin atomic charge list, values in e, 5 entries: 0.0338, 0.0093, -0.0166, 0.0091, -0.0662

---

[7]
The following is a DFT calculation (ωB97M-V with the def2-TZVPD basis set) of a molecular structure, C55H72ClF5GaN2.

Geometry as XYZ:
```
136
Properties=species:S:1:pos:R:3
C -1.7584 -2.5324 2.9687
C -2.0258 -4.0294 3.2280
C -2.2188 -4.8575 1.9570
C -0.8774 -5.3570 1.3908
C -0.3032 -4.3690 0.3723
C 1.2315 -4.4039 0.3110
C 1.8862 -3.0304 0.5335
C 2.1974 -2.2798 -0.7645
C 1.7109 -0.8345 -0.7969
C 0.2093 -0.6293 -0.5436
C -0.0954 0.7599 0.0248
C 0.1363 0.8115 1.5292
C -0.4808 2.0549 2.1824
C -1.8384 1.7963 2.8600
C -3.0224 2.2442 1.9440
C -3.7689 1.0323 1.3710
C -4.6199 1.4413 0.1783
C -5.3548 0.2645 -0.4620
Ga -6.9192 -0.4450 0.6034
Cl -7.8505 1.2123 1.9067
C -6.4841 -2.0209 1.8166
N -5.1211 -1.9481 2.4227
C -5.1779 -1.7756 3.8813
C -8.4349 -1.1136 -0.5962
C -9.4354 -1.9312 -0.0972
C -10.4065 -2.3754 -0.9687
C -10.3542 -1.9977 -2.2813
N -9.4372 -1.1873 -2.8146
C -8.5110 -0.7788 -1.9308
H -2.1361 -2.2414 1.9963
H -2.2912 -1.9384 3.6999
H -0.6957 -2.3228 3.0260
H -1.1911 -4.4179 3.8023
H -2.9254 -4.1271 3.8211
H -2.8432 -5.7165 2.1800
H -2.7060 -4.2884 1.1702
H -0.1658 -5.4803 2.2002
H -1.0403 -6.3159 0.9080
H -0.7300 -4.5850 -0.6017
H -0.6159 -3.3619 0.6182
H 1.5846 -5.0750 1.0880
H 1.5788 -4.8317 -0.6251
H 1.2123 -2.4722 1.1766
H 2.7911 -3.2214 1.1002
H 1.7274 -2.8093 -1.5853
H 3.2715 -2.2572 -0.8992
H 1.8923 -0.4192 -1.7853
H 2.2924 -0.2218 -0.1115
H -0.2884 -0.7147 -1.5059
H -0.2118 -1.3486 0.1490
H -1.1525 0.9441 -0.1684
H 0.4609 1.5279 -0.5078
H 1.2116 0.8694 1.6807
H -0.2441 -0.1137 1.9484
H -0.5432 2.8630 1.4615
H 0.2248 2.3850 2.9424
H -1.9392 2.3183 3.8056
H -1.9668 0.7397 3.0634
H -2.6581 2.8509 1.1204
H -3.7637 2.7727 2.5303
H -4.4272 0.6631 2.1519
H -3.0754 0.2581 1.0590
H -3.9301 1.8361 -0.5773
H -5.2934 2.2536 0.4414
H -5.7353 0.5382 -1.4422
H -4.6482 -0.5552 -0.5893
H -6.5074 -2.8923 1.1597
H -7.2607 -2.1910 2.5658
H -4.7067 -2.8512 2.2393
H -4.3256 -1.1807 4.2058
H -5.1783 -2.7392 4.3894
H -6.0657 -1.2211 4.1519
H -9.4184 -2.2036 0.9462
H -11.2090 -3.0153 -0.6347
H -11.1131 -2.3806 -2.9556
H -7.7495 -0.1164 -2.3266
F 3.8574 -4.3057 -2.4596
C 4.5494 -3.5699 -3.3479
C 3.8567 -2.7840 -4.2475
C 4.5729 -2.0192 -5.1557
C 5.9612 -2.0551 -5.1574
C 6.6359 -2.8555 -4.2459
C 5.9283 -3.6177 -3.3289
H 2.7750 -2.7746 -4.2304
H 4.0453 -1.3924 -5.8619
H 6.5162 -1.4569 -5.8684
H 7.7155 -2.8854 -4.2464
H 6.4356 -4.2398 -2.6036
F -1.0617 4.6251 4.8815
C -1.7418 5.5558 4.1822
C -1.7103 5.5176 2.8035
C -2.4097 6.4792 2.0899
C -3.1238 7.4634 2.7594
C -3.1417 7.4834 4.1471
C -2.4499 6.5213 4.8689
H -1.1466 4.7474 2.2970
H -2.3991 6.4574 1.0084
H -3.6675 8.2124 2.1991
H -3.6960 8.2504 4.6712
H -2.4565 6.5150 5.9507
F -4.6183 7.7563 -1.7149
C -5.2544 6.6106 -2.0563
C -5.2132 6.1904 -3.3694
C -5.8619 5.0125 -3.7137
C -6.5440 4.2826 -2.7503
C -6.5759 4.7280 -1.4362
C -5.9221 5.8991 -1.0813
H -4.6806 6.7778 -4.1058
H -5.8330 4.6638 -4.7374
H -7.0494 3.3655 -3.0215
H -7.1081 4.1594 -0.6845
H -5.9266 6.2577 -0.0603
F 8.7282 -2.4434 -2.0681
C 8.4210 -1.2383 -1.5308
C 8.1884 -1.1555 -0.1734
C 7.8751 0.0791 0.3744
C 7.7878 1.2008 -0.4391
C 8.0215 1.0895 -1.8015
C 8.3515 -0.1376 -2.3550
H 8.2506 -2.0454 0.4392
H 7.6946 0.1642 1.4373
H 7.5357 2.1610 -0.0096
H 7.9483 1.9611 -2.4374
H 8.5438 -0.2433 -3.4144
F 11.0083 0.9995 -1.9408
C 12.1262 0.2437 -1.9302
C 13.3292 0.8506 -2.2346
C 14.4881 0.0893 -2.2247
C 14.4311 -1.2635 -1.9205
C 13.2118 -1.8540 -1.6207
C 12.0479 -1.0987 -1.6194
H 13.3510 1.9051 -2.4757
H 15.4373 0.5540 -2.4552
H 15.3364 -1.8559 -1.9169
H 13.1636 -2.9088 -1.3862
H 11.0947 -1.5431 -1.3796
```

total charge	-1
Kohn-Sham gap	6.25	eV

Löwdin atomic charge list, values in e, 5 entries: -0.1063, -0.2394, -0.2166, -0.2028, -0.1957

---

[8]
The following is a DFT calculation (ωB97M-V with the def2-TZVPD basis set) of a molecular structure, C16H14BCl5N6Pb.

Geometry as XYZ:
```
43
Properties=species:S:1:pos:R:3
H -0.2264 2.9025 1.1316
N 0.2261 1.6585 -0.5307
B 0.8732 0.7868 -2.8310
N 0.7351 1.9350 -1.7909
C 0.9420 3.2597 -1.9264
Pb -0.7270 -0.7447 0.2110
H 1.3220 3.6537 -2.8551
C 0.5798 3.8766 -0.7253
H 0.6223 4.9215 -0.4976
C 0.1438 2.8316 0.1125
H 1.2853 1.2092 -3.8711
C -1.8043 -2.5601 1.4298
H -2.0784 -2.6693 2.4832
H -0.7459 -2.8612 1.3764
H -2.4057 -3.2275 0.8078
N -0.5540 0.1692 -2.9740
N 1.7976 -0.3366 -2.2872
N -1.2581 -0.3739 -1.9071
N 1.4976 -0.9627 -1.0838
C -1.3008 0.1082 -4.0869
C 2.8852 -0.9055 -2.8380
H -0.8992 0.4808 -5.0194
H 3.2469 -0.5606 -3.7991
C -2.5272 -0.4711 -3.7642
C 3.3415 -1.9035 -1.9791
C -2.4790 -0.7570 -2.3965
C 2.4496 -1.8952 -0.8836
H -3.3372 -0.6538 -4.4385
H 4.1867 -2.5443 -2.1167
H -3.2422 -1.2034 -1.7684
H 2.4782 -2.5044 0.0057
H -2.1673 -1.4267 1.2068
Cl 1.8858 -1.7265 2.6167
C 0.7134 -0.7143 3.4082
C -0.2861 -0.1235 2.6823
C -1.2294 0.6705 3.2761
Cl -2.4566 1.4343 2.3009
C -1.2446 0.8358 4.6885
Cl -2.4689 1.7577 5.4438
C -0.2487 0.1935 5.4636
Cl -0.2875 0.3000 7.1660
C 0.7646 -0.5582 4.8221
Cl 1.9979 -1.3010 5.7376
```

total charge	0
Kohn-Sham gap	7.35	eV

Löwdin atomic charge list, values in e, 5 entries: 0.0845, -0.0179, -0.4991, -0.0341, -0.0761

---

[9]
The following is a DFT calculation (ωB97M-V with the def2-TZVPD basis set) of a single C3H3NO5 molecule.

Geometry as XYZ:
```
12
Properties=species:S:1:pos:R:3
C 0.2163 0.7303 -0.0632
C 0.1143 1.2981 -1.2338
C -0.7812 -0.2719 0.0387
N 1.0270 2.4941 -3.4886
O 0.8029 2.2900 -1.8510
O 0.4871 1.6347 -4.0326
O -0.8561 0.7458 -2.0438
O -1.4851 -0.2725 -1.2080
O 1.6336 3.4641 -3.7439
H 0.7282 1.1680 0.7429
H -0.4764 -1.3360 0.3422
H -1.6561 0.2317 0.7076
```

total charge	0
Kohn-Sham gap	7.80	eV

Löwdin atomic charge list, values in e, 5 entries: -0.0482, -0.3642, -0.2028, -0.2792, 0.0541

---

[10]
The following is a DFT calculation (ωB97M-V with the def2-TZVPD basis set) of 2 unconnected molecules or ions with the total composition C3H10S2.

Geometry as XYZ:
```
15
Properties=species:S:1:pos:R:3
C -2.4119 -2.2878 2.1582
C -1.4596 -1.7573 1.0401
H -1.9788 -2.0394 3.0647
H -2.5370 -3.4389 1.9596
H -3.4056 -1.9879 2.1460
H -0.5220 -2.1993 0.9308
H -1.8528 -1.7172 0.0300
H -1.1772 -0.7058 1.2793
C 3.2468 2.3269 -1.9848
S 1.6345 2.3904 -2.6374
S 0.0864 2.6541 -1.3635
H 3.9458 2.5223 -2.7164
H 3.6110 1.4174 -1.5290
H 3.4861 3.1099 -1.1758
H -0.6658 1.7127 -1.2018
```

total charge	0
Kohn-Sham gap	9.53	eV

Löwdin atomic charge list, values in e, 5 entries: -0.1397, -0.1618, 0.0281, 0.1013, 0.0259

---

[11]
The following is a DFT calculation (ωB97M-V with the def2-TZVPD basis set) of 4 unconnected molecules or ions with the total composition C26H56N2O5P.

Geometry as XYZ:
```
90
Properties=species:S:1:pos:R:3
C -2.2310 4.2317 1.8671
C -0.6925 3.6389 2.0962
N -0.7068 2.2060 2.6118
C 0.3844 1.5003 1.8381
C 0.9406 0.1174 2.5192
P -0.3975 -1.1919 2.9061
C -1.1298 -2.0636 1.3585
C -2.5961 -1.4999 0.8883
C -2.6049 0.0507 0.3512
C -4.0757 0.4963 -0.3060
N -5.0638 0.4722 0.8736
C -5.0776 1.3266 2.1346
C -6.2832 0.9601 3.1841
C -7.0267 -0.2391 2.3490
C -6.2414 -0.4924 0.9084
C 0.5152 -2.5959 3.9021
C -0.4433 -3.3239 5.0162
C -0.5676 -2.3679 6.3421
O -1.7237 -3.7638 4.4404
C -0.4812 2.1865 4.1070
C 0.8776 2.6411 4.9027
O -1.5389 1.7916 4.8651
H -2.8716 4.1295 2.8512
H -2.2083 5.3704 1.5108
H -2.7528 3.6182 0.9863
H -0.1689 3.6578 1.0409
H -0.1076 4.3141 2.8741
H -0.0089 1.2458 0.7508
H 1.3152 2.2427 1.7836
H 1.7223 -0.4138 1.7899
H 1.5463 0.3118 3.5205
H -1.4217 -0.5524 3.7227
H -0.3551 -2.0864 0.4760
H -1.2989 -3.2027 1.6721
H -2.9623 -2.1731 -0.0252
H -3.3639 -1.6577 1.7585
H -2.4755 0.7368 1.3151
H -1.6994 0.2905 -0.3508
H -4.0303 1.5386 -0.8439
H -4.4001 -0.3534 -1.0572
H -4.3213 2.1909 2.4190
H -6.4924 1.4434 4.2295
H -7.9747 -0.8137 2.7537
H -6.5568 -1.2764 0.0850
H 0.9458 -3.3437 3.0946
H 1.4684 -2.1215 4.4311
H 0.1392 -4.3072 5.3613
H -1.1037 -2.9648 7.2082
H 0.5465 -2.1088 6.6804
H -1.0750 -1.3268 6.1222
H -2.3781 -3.7089 5.2004
H 1.4335 1.6588 5.2405
H 1.5437 3.3959 4.3062
H 0.5127 3.1946 5.8938
C 4.2480 1.4132 -1.2584
C 3.0241 0.5114 -1.2746
C 2.8823 -0.2067 -2.6073
O 1.8575 1.2940 -1.0334
H 4.1749 2.1870 -2.0308
H 4.3303 1.9328 -0.2977
H 5.1641 0.8383 -1.4254
H 3.0980 -0.2243 -0.4663
H 2.7608 0.5098 -3.4275
H 1.9906 -0.8425 -2.6089
H 3.7576 -0.8301 -2.8149
H 1.7837 1.9499 -1.7465
C 5.2544 -3.6612 -5.5759
C 4.7279 -3.9665 -4.1827
C 3.9739 -5.2865 -4.1522
O 3.8588 -2.9166 -3.7656
H 4.4325 -3.5750 -6.2954
H 5.7840 -2.7025 -5.5854
H 5.9389 -4.4430 -5.9193
H 5.5620 -4.0027 -3.4736
H 3.1065 -5.2580 -4.8212
H 3.5901 -5.4873 -3.1463
H 4.6200 -6.1172 -4.4530
H 3.1150 -2.8772 -4.3895
C 1.1001 3.1488 -6.4745
C 0.4782 2.2300 -5.4349
C -0.9648 1.8985 -5.7805
O 0.5249 2.8616 -4.1581
H 0.5594 4.1003 -6.5301
H 2.1345 3.3888 -6.2062
H 1.0937 2.6849 -7.4656
H 1.0615 1.3055 -5.3647
H -1.5787 2.8057 -5.8115
H -1.4033 1.2467 -5.0174
H -1.0331 1.3971 -6.7509
H 0.0094 3.6835 -4.2109
```

total charge	+1
Kohn-Sham gap	7.12	eV

Löwdin atomic charge list, values in e, 5 entries: -0.1012, -0.2141, -0.1515, -0.2381, -0.2696

---

Number 1: calculated total energy -2049.53050 Ha. Number 2: calculated total energy -904.81982 Ha. Number 3: calculated total energy -1375.90302 Ha. Number 4: calculated total energy -879.32985 Ha. Number 5: calculated total energy -306.32780 Ha. Number 6: calculated total energy -305.73408 Ha. Number 7: calculated total energy -5132.82934 Ha. Number 8: calculated total energy -3465.24854 Ha. Number 9: calculated total energy -546.74904 Ha. Number 10: calculated total energy -916.60055 Ha. Number 11: calculated total energy -1850.65234 Ha.